1.
{"formula": "C12H14N2O3S", "method": "ωB97M-V/def2-TZVPD", "max_force_ev_per_a": 0.98, "de_lowest_kcal_mol": 32.1, "homo_ev": -8.27, "smiles": "COc1cc(OC)cc(C(=O)NC2=NCCS2)c1", "gap_ha": 0.3245, "lumo_energy_ev": 0.562, "total_charge": 0, "species": ["C", "H", "O", "C", "C", "C", "C", "C", "C", "H", "C", "O", "N", "C", "N", "C", "H", "H", "C", "H", "H", "S", "H", "H", "O", "C", "H", "H", "H", "H", "H", "H"], "positions_angstrom": [[0.563, 1.873, 4.240], [1.206, 1.090, 4.657], [-0.143, 1.416, 3.111], [0.553, 1.018, 2.014], [1.942, 1.014, 1.923], [2.558, 0.600, 0.745], [1.781, 0.186, -0.334], [0.397, 0.172, -0.233], [-0.222, 0.593, 0.937], [-1.294, 0.644, 1.043], [-0.369, -0.276, -1.425], [0.055, -0.199, -2.559], [-1.602, -0.811, -1.159], [-2.442, -1.275, -2.137], [-3.571, -1.773, -1.870], [-4.307, -2.207, -3.021], [-5.271, -1.689, -3.020], [-4.506, -3.278, -2.909], [-3.520, -1.919, -4.319], [-3.308, -2.825, -4.882], [-4.036, -1.211, -4.964], [-1.923, -1.170, -3.817], [-1.929, -0.914, -0.209], [2.259, -0.125, -1.248], [3.900, 0.565, 0.555], [4.751, 0.987, 1.593], [5.762, 0.879, 1.206], [4.577, 2.036, 1.855], [4.639, 0.363, 2.486], [2.537, 1.338, 2.760], [1.164, 2.757, 4.009], [-0.197, 2.138, 4.973]], "forces_ev_per_angstrom": [[0.11, 0.08, 0.19], [-0.01, 0.03, -0.03], [-0.08, -0.10, -0.28], [-0.10, -0.14, -0.24], [0.15, 0.12, 0.26], [-0.35, -0.09, -0.22], [0.07, -0.01, 0.02], [0.49, 0.26, 0.41], [0.04, 0.02, 0.10], [-0.14, 0.01, 0.01], [-0.10, -0.04, 0.03], [0.38, 0.15, 0.23], [0.14, 0.14, 0.45], [-0.48, -0.25, -0.72], [0.28, 0.22, 0.91], [-0.19, -0.13, -0.29], [0.02, -0.13, -0.08], [-0.08, 0.09, -0.09], [0.22, 0.13, 0.03], [-0.06, 0.02, -0.03], [-0.03, -0.06, -0.02], [-0.39, -0.23, -0.50], [0.06, -0.03, -0.12], [0.05, -0.03, -0.12], [-0.20, -0.08, -0.19], [0.14, 0.07, 0.18], [-0.06, 0.03, 0.07], [-0.01, -0.04, 0.00], [-0.01, 0.03, -0.03], [0.05, 0.03, 0.08], [-0.01, -0.04, 0.00], [0.10, -0.01, -0.02]], "lowdin_charge": [-0.084, 0.097, -0.076, -0.258, 0.050, -0.253, 0.060, -0.124, 0.039, 0.122, -0.427, -0.001, 0.121, -0.628, 0.021, -0.277, 0.105, 0.105, -0.413, 0.060, 0.060, 1.002, 0.143, 0.132, -0.069, -0.083, 0.095, 0.097, 0.097, 0.094, 0.097, 0.095]}


2.
{"formula": "C12H14NO2", "method": "ωB97M-V/def2-TZVPD", "max_force_ev_per_a": 7.77, "de_lowest_kcal_mol": 83.0, "homo_ev": -4.03, "gap_ha": 0.2615, "lumo_energy_ev": 3.087, "total_charge": -1, "species": ["C", "C", "C", "C", "C", "C", "C", "C", "C", "N", "H", "H", "H", "H", "H", "H", "H", "H", "H", "C", "C", "C", "O", "O", "H", "H", "H", "H", "H"], "positions_angstrom": [[2.851, 2.330, 1.747], [1.445, 1.862, 1.245], [0.674, 1.162, 2.126], [0.695, 1.961, -0.055], [-0.541, 1.382, 0.238], [0.867, 2.356, -1.445], [-1.724, 1.319, -0.608], [-0.252, 2.301, -2.284], [-1.532, 1.658, -1.874], [-0.522, 0.741, 1.483], [3.577, 1.566, 2.075], [2.519, 2.905, 2.564], [0.903, 0.728, 3.137], [-1.085, -0.048, 1.712], [1.800, 2.877, -1.570], [-2.612, 0.969, -0.293], [-0.440, 2.515, -3.398], [-2.102, 1.345, -2.669], [3.655, 2.784, 1.310], [-0.466, -2.714, -0.409], [-0.599, -4.043, -1.143], [-1.572, -2.756, 0.828], [-1.476, -3.897, 1.297], [-2.101, -1.776, 1.172], [0.436, -2.517, 0.126], [-0.592, -1.879, -1.203], [-1.279, -4.668, -0.610], [0.407, -4.580, -1.330], [-0.931, -3.882, -2.168]], "forces_ev_per_angstrom": [[-1.85, -2.23, 0.91], [1.54, 0.07, -1.44], [-1.28, -1.97, -0.49], [-0.56, -0.47, 0.44], [-2.11, -1.78, 0.88], [-1.27, 1.02, 1.43], [4.20, 0.48, 0.90], [-1.40, -1.52, -0.97], [4.18, 1.98, -0.34], [2.02, 3.21, -0.13], [-1.29, -1.00, 0.70], [0.54, 0.86, 1.39], [-0.09, 0.78, -1.28], [-0.78, -0.78, 0.16], [0.18, 0.07, -1.09], [-2.68, -1.64, 1.38], [1.73, 0.20, 1.68], [-2.01, -0.10, -1.48], [0.85, 2.52, -2.81], [-2.33, 1.25, -1.23], [2.58, -0.28, -1.28], [5.25, -4.66, -3.32], [-1.14, -0.73, 1.43], [-3.37, 5.71, 2.14], [0.90, -0.17, 0.16], [0.07, -0.84, 1.51], [-0.14, -0.63, 0.19], [-1.34, 0.53, 0.65], [-0.38, 0.10, -0.11]], "lowdin_charge": [-0.057, -0.187, -0.070, -0.113, -0.193, -0.045, -0.011, -0.089, -0.111, 0.094, 0.074, 0.047, 0.136, 0.094, 0.084, 0.074, 0.102, 0.064, 0.018, -0.179, -0.168, -0.794, -0.085, -0.002, 0.065, 0.098, 0.036, 0.077, 0.040]}


3.
{"formula": "C12H14P2", "method": "ωB97M-V/def2-TZVPD", "max_force_ev_per_a": 3.12, "homo_ev": [-7.10, -7.95], "gap_ha": [0.2401, 0.2541], "lumo_energy_ev": [-0.564, -1.031], "spin_multiplicity": 3, "total_charge": 0, "species": ["C", "C", "C", "C", "C", "C", "C", "C", "C", "C", "C", "C", "P", "P", "H", "H", "H", "H", "H", "H", "H", "H", "H", "H", "H", "H", "H", "H"], "positions_angstrom": [[3.451, -1.355, 0.438], [3.500, -0.029, 0.206], [-1.303, 0.798, -1.262], [-1.367, 0.945, 1.266], [2.481, -2.420, 0.428], [2.490, 1.045, -0.053], [-2.358, 0.095, -0.759], [-2.409, 0.202, 0.700], [1.214, 0.760, 0.020], [3.074, 2.305, -0.614], [-3.331, -0.775, -1.566], [-3.423, -0.478, 1.482], [0.817, -2.640, 0.252], [-0.307, 1.642, 0.004], [4.548, -1.698, 0.738], [4.513, 0.433, 0.419], [-1.088, 0.781, -2.341], [-1.284, 0.941, 2.421], [3.059, -3.408, 0.569], [2.458, 2.923, -1.157], [3.806, 2.018, -1.286], [3.552, 2.836, 0.164], [-4.373, -0.369, -1.426], [-3.460, -1.737, -1.079], [-3.048, -0.760, -2.646], [-3.634, -1.508, 1.048], [-4.411, -0.005, 1.392], [-3.165, -0.541, 2.641]], "forces_ev_per_angstrom": [[2.98, 0.07, 0.71], [0.68, 1.48, 1.00], [-0.40, -0.86, -0.70], [-1.64, -2.02, 1.38], [0.01, -1.79, -0.06], [0.31, -1.61, -0.89], [0.68, 0.37, -0.55], [2.55, 1.67, 0.66], [-0.87, 0.12, 0.55], [0.14, -1.13, 1.47], [-0.58, 1.72, 0.54], [-1.31, -1.74, 2.22], [0.98, 0.41, 0.10], [-0.74, -0.02, -0.54], [-2.51, 0.30, -0.69], [-1.10, -0.64, -0.53], [0.08, 0.22, 0.62], [0.12, 0.41, -2.24], [-1.11, 1.23, -0.19], [-1.96, 1.34, -0.80], [1.77, -0.60, -1.36], [0.59, 0.86, 0.91], [0.89, 0.00, -0.51], [0.60, -0.49, -0.49], [-0.36, -0.44, 0.98], [0.53, 0.94, 0.85], [0.19, 0.19, 0.14], [-0.53, 0.00, -2.56]], "lowdin_charge": [-0.241, -0.096, -0.234, -0.244, -0.636, -0.373, -0.328, -0.382, -0.175, -0.059, -0.047, -0.088, 0.775, 0.931, 0.128, 0.120, 0.077, 0.103, 0.045, 0.050, 0.060, 0.079, 0.093, 0.059, 0.088, 0.089, 0.083, 0.123]}


4.
{"formula": "C12H14S", "method": "ωB97M-V/def2-TZVPD", "max_force_ev_per_a": 4.17, "de_lowest_kcal_mol": 27.8, "homo_ev": -8.41, "smiles": "CC(=S)C1C=CC=C1.C1=CCC=C1", "gap_ha": 0.3040, "lumo_energy_ev": -0.135, "total_charge": 0, "species": ["C", "C", "C", "C", "C", "C", "C", "C", "C", "C", "C", "C", "S", "H", "H", "H", "H", "H", "H", "H", "H", "H", "H", "H", "H", "H", "H"], "positions_angstrom": [[-3.445, 0.464, 0.603], [-3.169, -0.924, -0.058], [2.794, -1.811, 0.041], [3.825, -0.818, -0.167], [-2.636, 1.374, 0.074], [-2.189, -0.571, -1.095], [1.595, -1.306, -0.294], [3.227, 0.377, -0.413], [-1.922, 0.751, -1.036], [1.783, 0.138, -0.707], [0.365, 0.704, 1.467], [0.857, 0.998, 0.117], [0.602, 2.540, -0.372], [-3.976, 0.567, 1.567], [-4.056, -1.464, -0.450], [3.154, -2.868, 0.235], [4.844, -0.815, 0.099], [-2.650, 2.445, 0.293], [-1.683, -1.304, -1.683], [0.737, -1.824, -0.340], [3.574, 1.268, -0.845], [-1.272, 1.362, -1.833], [1.472, 0.184, -1.698], [-0.467, 1.478, 1.765], [-0.032, -0.242, 1.735], [1.208, 0.856, 2.285], [-2.542, -1.556, 0.708]], "forces_ev_per_angstrom": [[-0.10, -1.91, 1.41], [0.71, 0.13, 2.17], [0.97, -2.10, -0.48], [-1.18, 2.78, 0.98], [-0.68, 0.76, -1.02], [0.42, 1.10, -0.17], [3.69, 0.99, 0.07], [-0.49, -1.54, -1.74], [1.52, 1.13, -2.79], [-1.33, -1.99, 3.42], [-0.27, 1.96, 3.39], [0.61, 2.44, -0.36], [0.33, -0.14, -0.32], [-0.06, -0.02, -0.94], [0.53, 0.18, 0.52], [-1.18, 1.26, 0.04], [1.16, -0.75, -0.03], [0.34, -0.48, 0.11], [-0.03, -0.20, -0.66], [-3.11, -1.61, -0.08], [1.15, 1.21, 0.29], [-1.49, -1.70, 2.13], [-0.09, 0.60, -2.08], [1.75, -1.42, -0.65], [-0.25, -1.27, -0.42], [-1.28, -0.17, -1.76], [-1.62, 0.73, -1.04]], "lowdin_charge": [-0.092, -0.185, -0.076, -0.062, -0.151, -0.146, -0.051, -0.038, -0.165, -0.351, -0.157, -0.748, 0.748, 0.104, 0.120, 0.124, 0.089, 0.107, 0.092, 0.066, 0.095, 0.117, 0.130, 0.092, 0.052, 0.137, 0.151]}


5.
{"formula": "C12H15B5F29O6Sn2", "method": "ωB97M-V/def2-TZVPD", "max_force_ev_per_a": 5.51, "de_lowest_kcal_mol": 0.0, "homo_ev": -7.60, "gap_ha": 0.1866, "lumo_energy_ev": -2.522, "total_charge": -1, "species": ["Sn", "Sn", "B", "F", "F", "F", "F", "B", "F", "F", "F", "F", "B", "F", "F", "F", "F", "B", "F", "F", "F", "F", "B", "F", "F", "F", "F", "C", "C", "O", "C", "O", "C", "F", "F", "F", "H", "H", "H", "H", "H", "C", "C", "O", "C", "O", "C", "F", "F", "F", "H", "H", "H", "H", "H", "C", "C", "O", "C", "O", "C", "F", "F", "F", "H", "H", "H", "H", "H"], "positions_angstrom": [[-2.007, -3.507, 3.487], [-2.802, 2.109, 2.951], [-3.766, -0.909, 4.692], [-4.534, 0.172, 5.118], [-3.633, -1.976, 5.601], [-4.243, -1.440, 3.472], [-2.447, -0.504, 4.296], [-0.072, 3.315, 1.098], [1.098, 2.768, 1.522], [-1.003, 2.367, 0.607], [-0.668, 3.911, 2.167], [0.156, 4.272, 0.148], [1.644, -2.955, 4.022], [2.305, -3.127, 2.813], [1.109, -4.107, 4.651], [2.498, -2.300, 4.848], [0.554, -2.143, 3.904], [-1.302, -0.779, 1.067], [-0.717, -0.681, 2.228], [-1.765, -2.049, 0.935], [-2.382, 0.032, 1.006], [-0.360, -0.401, 0.112], [0.298, 2.071, 5.201], [-0.314, 1.680, 6.312], [-0.197, 1.381, 4.183], [0.118, 3.410, 5.005], [1.662, 1.958, 5.218], [-2.466, -0.302, -3.580], [-2.879, 0.876, -2.697], [-4.147, 1.367, -3.172], [-4.233, 2.547, -3.930], [-3.210, 3.077, -4.311], [-5.614, 3.079, -4.293], [-6.584, 2.323, -3.710], [-5.802, 4.335, -3.891], [-5.779, 2.932, -5.572], [-1.660, -0.905, -3.161], [-2.170, 0.017, -4.579], [-3.221, -1.078, -3.709], [-2.050, 1.546, -2.470], [-3.135, 0.505, -1.705], [0.619, -4.021, -2.249], [1.254, -3.065, -1.207], [2.633, -3.431, -1.040], [3.496, -2.668, -0.296], [3.195, -1.552, 0.147], [4.746, -3.444, 0.247], [5.724, -2.607, 0.199], [4.561, -3.728, 1.542], [5.021, -4.588, -0.404], [0.761, -5.053, -1.928], [1.168, -3.778, -3.159], [-0.447, -3.843, -2.390], [0.808, -3.234, -0.227], [1.009, -2.032, -1.452], [0.942, 1.056, -3.041], [1.615, 1.200, -1.645], [2.912, 1.792, -1.814], [3.740, 1.942, -0.729], [3.391, 1.627, 0.434], [5.089, 2.733, -1.019], [6.069, 1.843, -0.706], [5.129, 3.131, -2.285], [5.146, 3.790, -0.267], [0.650, 2.054, -3.369], [0.159, 0.311, -3.184], [1.641, 0.688, -3.793], [1.698, 0.185, -1.259], [0.993, 1.809, -0.989]], "forces_ev_per_angstrom": [[1.88, 3.29, -0.06], [3.99, -1.03, -0.57], [0.62, 0.31, -0.36], [0.49, -0.49, -0.24], [0.08, -0.11, -0.25], [-0.54, -0.83, -0.37], [-0.22, 0.43, 0.40], [1.96, -0.11, -0.67], [0.20, -0.71, -0.18], [-1.27, -0.86, 0.26], [-2.73, 0.70, 2.67], [-0.07, 0.63, -1.18], [2.21, 0.36, 0.39], [-0.89, -0.99, -0.30], [-0.45, -1.37, -0.38], [0.86, 0.01, 1.16], [-3.83, 0.85, -1.07], [2.69, 1.51, -1.87], [1.13, 0.14, 3.87], [-1.22, -3.98, -0.18], [-3.13, 2.52, 0.22], [-0.50, -0.62, -1.00], [3.00, 2.09, 0.79], [-1.48, -1.05, 2.95], [-2.94, -2.06, -4.18], [-1.67, 2.51, -0.45], [1.44, -1.12, 0.45], [0.23, -0.32, -0.19], [0.13, -1.70, 0.52], [-1.71, 2.76, -1.16], [4.35, -1.81, 1.33], [-1.87, 0.06, 0.10], [-0.90, -1.50, 1.98], [0.28, 0.37, 0.10], [0.29, -0.13, -0.42], [-0.11, 0.60, -1.67], [0.36, 0.52, 0.25], [0.09, 0.13, 0.03], [-0.63, 0.44, 0.09], [-0.39, 0.71, -0.84], [-0.10, -0.18, 0.00], [1.13, 0.82, 0.67], [-1.34, -0.61, 0.69], [1.65, 0.20, -0.14], [-3.49, 2.12, 1.53], [1.51, -3.21, -1.67], [-1.95, -0.02, 0.38], [2.15, 0.83, -0.59], [-0.23, -0.42, -0.42], [0.07, 0.40, -0.01], [0.13, -0.01, -0.27], [-0.26, -0.57, -0.34], [0.09, 0.24, 0.10], [-0.14, 0.14, 0.12], [0.80, 0.14, -0.06], [1.17, 0.69, -0.20], [-0.96, -1.23, -0.56], [1.73, 0.48, 0.26], [-3.38, -0.71, 3.58], [2.10, 1.07, -4.51], [-2.34, -2.57, 0.08], [0.11, 1.13, -0.61], [0.82, -0.22, -0.37], [0.58, 0.75, 0.83], [-0.41, -0.15, -0.21], [-0.38, 0.36, 0.96], [0.62, 0.21, 0.11], [0.31, 0.30, 0.59], [0.28, -0.12, 0.12]], "lowdin_charge": [1.934, 1.932, -1.337, 0.122, 0.085, 0.055, 0.015, -1.450, 0.196, 0.060, 0.105, 0.155, -1.380, 0.141, 0.054, 0.178, 0.110, -1.588, 0.214, 0.107, 0.102, 0.162, -1.565, 0.188, 0.166, 0.132, 0.155, -0.067, -0.189, -0.012, -0.298, 0.155, -0.576, 0.133, 0.183, 0.210, 0.059, 0.081, 0.073, 0.124, 0.115, -0.056, -0.204, -0.002, -0.284, 0.159, -0.583, 0.208, 0.168, 0.151, 0.071, 0.075, 0.068, 0.120, 0.104, -0.046, -0.178, -0.001, -0.273, 0.132, -0.564, 0.139, 0.163, 0.207, 0.077, 0.041, 0.069, 0.092, 0.110]}


6.
{"formula": "C12H15Cl6IN3O4PS2", "method": "ωB97M-V/def2-TZVPD", "max_force_ev_per_a": 1.78, "homo_ev": -8.97, "gap_ha": 0.2845, "lumo_energy_ev": -1.225, "total_charge": 0, "species": ["O", "N", "O", "C", "C", "P", "O", "O", "S", "C", "C", "I", "C", "N", "S", "N", "C", "H", "H", "H", "Cl", "C", "C", "Cl", "H", "H", "H", "H", "Cl", "C", "C", "Cl", "H", "H", "H", "H", "Cl", "C", "C", "Cl", "H", "H", "H", "H"], "positions_angstrom": [[0.319, 0.907, 2.369], [0.107, 1.685, 1.541], [-0.984, 1.241, 0.676], [-0.579, 0.245, -0.166], [-0.895, -1.060, 0.057], [-1.897, -1.740, 1.423], [-1.019, -2.832, 2.228], [-3.039, -2.651, 0.676], [-2.774, -0.484, 2.574], [-0.425, -2.049, -0.901], [0.290, -1.764, -1.998], [0.862, -3.288, -3.332], [0.639, -0.407, -2.251], [1.333, 0.132, -3.261], [1.398, 1.706, -2.953], [0.569, 1.845, -1.576], [0.204, 0.583, -1.313], [-1.328, -3.712, 1.953], [-3.510, -2.012, 0.118], [-0.675, -3.091, -0.712], [-2.209, 1.933, 6.170], [-0.958, 2.609, 5.104], [0.217, 3.158, 5.874], [-0.206, 4.625, 6.794], [-1.420, 3.374, 4.483], [-0.627, 1.799, 4.458], [1.011, 3.436, 5.183], [0.612, 2.424, 6.574], [-1.782, 0.761, -5.148], [-2.259, 2.479, -5.125], [-1.550, 3.283, -6.188], [0.190, 3.446, -5.846], [-2.058, 2.870, -4.130], [-3.335, 2.512, -5.296], [-1.964, 4.290, -6.223], [-1.660, 2.834, -7.173], [1.883, -4.271, -0.234], [3.128, -4.034, 1.022], [4.247, -3.144, 0.545], [5.235, -3.923, -0.716], [3.494, -5.013, 1.323], [2.632, -3.577, 1.878], [4.914, -2.917, 1.376], [3.867, -2.206, 0.144]], "forces_ev_per_angstrom": [[0.28, 0.12, -0.47], [0.30, 0.20, 1.12], [-0.20, 0.02, -1.01], [-0.32, -0.28, 0.52], [0.40, -1.22, -0.41], [-1.15, 0.94, 0.99], [-0.58, -0.10, -1.26], [1.33, 0.20, -0.20], [0.36, 0.09, -0.04], [-0.69, -0.36, 0.84], [0.47, -0.15, -1.01], [-0.21, 0.55, 0.05], [-0.19, 0.47, 0.26], [-0.07, 0.18, 0.46], [0.13, 0.33, -0.22], [0.47, -0.84, -0.96], [-0.44, 0.18, 0.66], [0.33, -0.05, 0.23], [-0.31, -0.35, 0.05], [-0.04, 0.24, -0.01], [-0.06, 0.01, 0.05], [0.02, 0.00, -0.12], [0.11, -0.04, -0.08], [0.00, -0.01, 0.03], [-0.01, 0.02, 0.08], [0.03, -0.06, 0.06], [-0.06, 0.02, -0.03], [-0.09, 0.03, 0.04], [0.06, 0.00, 0.07], [-0.13, 0.08, 0.02], [-0.14, 0.04, -0.02], [0.05, 0.02, -0.06], [0.07, -0.03, -0.03], [0.03, -0.01, -0.06], [0.01, -0.01, 0.07], [0.06, -0.07, 0.05], [0.24, -0.20, 0.25], [-0.05, 0.00, 0.25], [0.03, 0.07, 0.07], [-0.02, 0.02, -0.03], [0.02, 0.00, -0.10], [0.01, 0.06, -0.05], [-0.02, -0.06, 0.01], [-0.03, -0.06, -0.06]], "lowdin_charge": [0.083, 0.067, -0.096, -0.267, -0.195, 0.217, -0.189, -0.220, 0.346, -0.192, -0.662, 0.902, -0.423, -0.210, 1.005, -0.180, -0.305, 0.085, 0.076, 0.071, 0.544, -0.678, -0.666, 0.534, 0.072, 0.035, 0.071, 0.068, 0.547, -0.659, -0.656, 0.529, 0.067, 0.073, 0.073, 0.069, 0.533, -0.636, -0.662, 0.543, 0.070, 0.073, 0.073, 0.067]}